A.
One molecule with the formula CH4N2O, computed with ωB97M-V with the def2-TZVPD basis set.

```
8
Properties=species:S:1:pos:R:3:nbo_charge:R:1
C 0.28 -0.75 0.47 0.505
H -0.30 1.77 -0.12 0.356
H -0.09 0.93 -1.49 0.355
H -1.74 -0.52 0.04 0.388
H 0.04 -1.71 0.97 0.113
N -0.74 1.08 -0.71 -0.639
N -0.82 -0.10 0.02 -0.467
O 1.41 -0.35 0.33 -0.610
```

Output
- LUMO energy: 0.036 hartree
- HOMO energy: -10.23 eV
- SMILES: NNC=O
- Frontier orbital gap: 11.20 eV

---

B.
One molecule with the formula CH4N2O, computed with ωB97M-V with the def2-TZVPD basis set.

```
8
Properties=species:S:1:pos:R:3:nbo_charge:R:1
C -0.88 0.39 -0.11 -0.467
N 0.79 -0.93 0.81 -0.371
N 0.47 -0.19 -0.16 0.277
O 1.38 0.23 -1.18 -0.529
H -1.84 -0.22 0.03 0.245
H -0.89 0.89 -1.10 0.249
H -0.78 1.01 0.82 0.239
H 1.74 -1.19 0.90 0.356
```

Output
- LUMO energy (alpha / beta): -0.001 / -0.001 hartree
- HOMO energy (alpha / beta): -9.98 / -9.99 eV
- SMILES: [H]/N=[N+](/C)[O-]
- Frontier orbital gap (alpha / beta): 9.96 / 9.96 eV

---

C.
A 2-piece molecular cluster, CH4N2O overall, computed with ωB97M-V with the def2-TZVPD basis set.

```
8
Properties=species:S:1:pos:R:3:nbo_charge:R:1
C 1.80 -0.07 -0.14 -0.224
N 0.56 -0.04 -0.26 -0.002
N -2.14 0.16 -0.21 -0.577
O -0.43 -0.65 0.17 -0.232
H 2.30 0.73 -0.63 0.205
H 2.21 -0.87 0.56 0.176
H -2.51 -0.35 0.56 0.327
H -1.79 1.09 -0.05 0.327
```

Output
- LUMO energy (alpha / beta): 0.010 / -0.020 hartree
- HOMO energy (alpha / beta): -9.41 / -9.17 eV
- Frontier orbital gap (alpha / beta): 9.69 / 8.61 eV

---

D.
One molecule with the formula CH4N2O, computed with ωB97M-V with the def2-TZVPD basis set.

```
8
Properties=species:S:1:pos:R:3:nbo_charge:R:1
C -0.47 -0.46 -0.15 0.023
N 1.07 -0.37 -0.19 -0.123
N 1.48 0.76 -0.01 -0.319
O -1.51 0.64 -0.05 -0.715
H -0.70 -1.09 -1.11 0.168
H -0.62 -0.91 0.76 0.187
H -1.52 1.13 -0.86 0.467
H 2.44 0.65 0.11 0.311
```

Output
- LUMO energy: 0.036 hartree
- HOMO energy: -9.56 eV
- SMILES: [H]/N=N/CO
- Frontier orbital gap: 10.53 eV

---

Tell me which of them is the most stable. Sure, it is A.

---

A.
One molecule with the formula CH4N2O, computed with ωB97M-V with the def2-TZVPD basis set.

```
8
Properties=species:S:1:pos:R:3:nbo_charge:R:1
C 1.16 0.04 0.04 -0.464
N -1.02 -0.60 0.33 0.138
N -0.29 0.28 -0.16 -0.262
O -2.30 -0.22 0.13 -0.511
H 1.55 -0.24 1.03 0.216
H 1.29 -0.76 -0.63 0.212
H 1.71 0.93 -0.36 0.212
H -2.10 0.57 -0.39 0.458
```

Output
- LUMO energy: 0.036 hartree
- HOMO energy: -10.50 eV
- SMILES: C/N=N/O
- Frontier orbital gap: 11.47 eV

---

B.
One molecule with the formula CH4N2O, computed with ωB97M-V with the def2-TZVPD basis set.

```
8
Properties=species:S:1:pos:R:3:nbo_charge:R:1
N 1.06 -0.44 -0.03 -0.869
C 0.02 0.44 0.04 0.752
O 0.18 1.55 0.47 -0.623
N -1.19 -0.03 -0.48 -0.820
H 1.07 -1.44 -0.06 0.399
H 1.94 0.03 0.02 0.405
H -1.14 -0.76 0.33 0.365
H -1.94 0.65 -0.28 0.389
```

Output
- LUMO energy: 0.028 hartree
- HOMO energy: -9.95 eV
- SMILES: NC(N)=O
- Frontier orbital gap: 10.70 eV

---

C.
One molecule with the formula CH4N2O, computed with ωB97M-V with the def2-TZVPD basis set.

```
8
Properties=species:S:1:pos:R:3:nbo_charge:R:1
C 0.75 1.00 -0.01 0.509
H -1.95 -0.80 0.30 0.357
H -0.50 -1.65 0.37 0.347
H 0.38 -0.78 -1.22 0.370
H 0.41 1.22 0.92 0.113
N -0.79 -0.70 0.49 -0.656
N -0.10 0.09 -0.53 -0.460
O 1.80 1.62 -0.33 -0.580
```

Output
- LUMO energy: 0.021 hartree
- HOMO energy: -9.89 eV
- SMILES: NNC=O
- Frontier orbital gap: 10.46 eV

---

Tell me which of them is the most stable. Sure, it is B.